Entry 1:
26
Properties=species:S:1:pos:R:3:forces:R:3:nbo_charge:R:1 method="wB97M-V/def2-TZVPD" e_tot_ev=-97115.536 gap_ev=7.87 charge=+1 e_lumo_ha=-0.171 largest_force_ev_per_a=3.9 homo_energy_ev=-12.534
Br 4.757453 1.329198 -0.417157 0.6 0.3 -0.2 0.16
S -0.953616 -1.027243 2.006493 0.1 1.0 -0.2 0.02
F 3.322233 -3.387906 1.156230 -0.4 0.6 -1.0 -0.30
N -1.940573 1.127969 -0.583609 1.1 1.7 -1.5 -0.87
N -0.978628 -1.075136 -1.499341 0.3 1.2 1.1 -0.65
C -0.003849 0.499938 1.992203 -0.8 -1.9 -0.8 -0.27
C -0.057525 -0.497637 -0.752573 -2.4 0.3 -2.7 0.52
C 0.171707 1.263525 0.945454 -2.9 -2.7 -0.4 -0.22
C 2.267024 0.105515 -0.730081 0.2 -1.5 0.9 -0.16
C 1.612493 -2.126568 0.090772 1.9 0.4 -0.7 -0.26
C 3.605629 -0.119694 -0.360698 -1.5 0.3 -0.2 -0.10
C 2.950545 -2.310832 0.416224 0.5 1.1 0.6 0.43
C -0.454743 0.909489 -0.397889 -1.0 1.4 1.8 -0.20
C 1.294639 -0.880623 -0.530866 1.4 -1.7 1.2 -0.16
C 3.943771 -1.309359 0.206723 0.7 -2.4 0.4 -0.25
H 0.636066 2.147356 1.098375 1.6 2.7 0.0 0.23
H -1.769566 -0.424222 -1.666624 0.0 -0.3 0.4 0.45
H 4.992554 -1.598148 0.454869 -1.0 0.6 0.0 0.27
H -0.058582 -1.719489 2.702565 0.2 -0.2 0.2 0.16
H 0.119820 1.651707 -0.934164 -0.5 -0.2 -1.5 0.27
H -2.622496 1.069936 0.161578 0.8 -0.5 0.7 0.41
H 1.944789 1.057065 -1.038808 0.1 1.0 -0.6 0.22
H 1.010740 -2.984915 0.308803 -0.9 0.1 0.0 0.26
H 0.547940 0.709298 2.827647 0.9 0.5 2.4 0.22
H -1.151856 -2.028243 -1.729352 0.8 -0.8 -0.3 0.44
H -2.102261 2.086196 -0.959222 0.3 -1.1 0.1 0.40


Entry 2:
75
Properties=species:S:1:pos:R:3:forces:R:3:mulliken_charge:R:1 method="wB97M-V/def2-TZVPD" e_tot_ev=-50062.322 gap_ev="7.25 / 4.13" charge=+4 e_lumo_ha="-0.446 / -0.660" largest_force_ev_per_a=6.0 spin_multiplicity=6 homo_energy_ev="-19.393 / -22.090" s_squared=8.77
Ir 0.068964 -0.086834 -0.287595 0.6 0.5 -1.3 2.71
P 0.169728 2.219568 -1.047519 -0.6 -1.5 -2.6 -0.82
P 0.035632 -2.313180 0.556474 0.4 -3.6 1.0 -0.47
O -1.263310 -0.064764 3.690267 1.2 0.5 1.3 -0.11
O -2.835722 0.318725 0.504660 3.6 -0.4 -1.0 -0.43
O 1.299079 0.938789 2.289637 -1.4 -1.3 -3.0 -0.47
C 2.237769 3.486725 0.499299 -0.2 -1.0 -0.3 -1.16
C -0.549218 0.109238 4.915610 1.1 -0.5 -1.4 -0.44
C 0.181991 -3.154547 -1.095898 0.1 0.3 -2.0 0.12
C -0.734389 -2.440022 -2.093930 -0.4 -0.3 0.0 -0.78
C -1.124765 3.780977 0.923948 0.1 -0.4 -0.2 -1.71
C 1.891902 4.353610 -1.803441 -0.8 -0.8 -0.4 -1.28
C -2.682182 -3.166909 0.397468 -0.2 0.0 -0.1 -1.61
C 1.633470 -3.193560 -1.582734 0.1 -0.1 0.3 -1.61
C 1.427523 -4.514595 1.670784 -0.3 -0.4 -0.1 -1.68
C -1.728645 -2.897267 2.698821 0.0 -0.7 0.4 -1.04
C 1.719331 -2.339694 2.850944 0.1 0.2 0.4 -1.06
C -1.362550 1.427915 -3.268161 -0.3 -0.2 0.0 -1.43
C 1.486641 -2.994016 1.490383 0.4 0.9 0.1 0.61
C -0.035162 2.090263 -2.885091 0.1 0.2 0.2 0.46
C -1.479279 4.523485 -1.448321 0.5 -0.8 -0.5 -1.37
C 1.793982 3.109571 -0.918371 1.5 3.2 1.3 0.41
C 0.842921 0.504930 1.305647 2.4 2.0 5.2 0.26
C -1.724656 0.161030 0.181070 -5.4 0.6 1.4 0.39
C -1.227633 3.322902 -0.534301 -0.4 2.6 1.4 0.68
C 1.201953 1.369885 -3.412494 0.5 -0.2 0.0 -1.86
C -1.425753 -3.261547 1.249369 -0.3 0.9 0.1 0.59
H 2.139240 -2.226417 -1.457021 0.0 -0.1 -0.1 0.31
H -1.003485 -3.330510 3.397763 -0.2 0.2 -0.1 0.31
H -3.027610 -2.132101 0.316044 -0.1 -0.2 -0.1 0.24
H -1.743831 -1.805654 2.865599 -0.2 -0.1 0.0 -0.06
H -0.702988 5.289203 -1.344697 -0.2 0.1 0.1 0.33
H 1.413864 0.479766 -2.799547 0.0 0.3 -0.4 0.37
H -2.123625 4.117385 1.240089 0.2 0.1 0.0 0.48
H 2.340551 -2.731720 0.845889 -0.2 -0.1 0.2 0.51
H -2.553361 -3.593821 -0.598737 -0.2 0.0 0.3 0.40
H 0.446224 -0.307273 4.761734 -0.2 -0.2 0.0 0.23
H 0.836960 -2.399845 3.501378 0.3 -0.1 -0.1 0.06
H 2.011034 -1.291696 2.766368 0.1 -0.2 0.0 0.22
H -1.804288 -2.525555 -1.886221 0.3 -0.1 0.0 -0.03
H -2.032757 0.525812 3.693445 -1.0 0.2 0.1 0.37
H -0.046826 3.122006 -3.269813 0.0 -0.3 0.2 0.70
H 2.463368 2.615662 1.114820 0.0 0.1 -0.1 0.33
H 2.210005 -3.955735 -1.046444 -0.1 0.2 -0.2 0.35
H -0.187192 -4.182404 -0.931498 -0.1 0.3 0.5 0.82
H 1.225434 -5.062403 0.744078 0.0 0.1 0.2 0.40
H 2.942064 4.676872 -1.806083 0.1 0.1 0.1 0.49
H 1.646235 -3.439900 -2.650063 0.0 0.0 0.1 0.49
H 2.109884 1.984248 -3.373320 -0.3 0.1 -0.2 0.30
H -2.716612 -3.302903 2.965035 0.2 0.3 0.0 0.51
H 1.492364 4.091033 1.026998 0.2 0.2 0.0 0.24
H 2.503426 2.354671 -1.300818 -0.5 -0.9 -0.3 0.52
H -1.424276 1.348304 -4.363153 0.0 0.0 0.3 0.52
H 2.405397 -4.847324 2.044072 -0.2 0.1 -0.1 0.52
H 1.305271 5.185187 -1.397097 0.2 0.2 0.1 0.39
H -1.014474 -0.422498 5.755771 -0.7 -0.1 0.4 0.35
H 3.166915 4.064320 0.412914 -0.2 0.2 0.1 0.45
H 0.230281 -0.871823 -3.611113 1.2 -0.6 -0.6 -0.13
H -0.435533 4.629223 1.034032 -0.3 -0.1 0.0 0.44
H -1.571483 4.263518 -2.507491 -0.1 0.1 0.3 0.37
H 1.029136 1.058928 -4.448696 0.2 0.1 0.3 0.50
H -1.081240 -4.307350 1.219608 0.3 0.3 0.0 0.64
H 1.603637 4.203050 -2.847845 0.2 0.0 0.2 0.35
H 0.919919 -1.193810 -3.654424 -0.9 0.3 -0.4 0.24
H -2.226408 2.015514 -2.926891 0.2 -0.1 -0.1 0.32
H 2.539884 -2.867622 3.355995 -0.2 0.2 -0.1 0.47
H -0.464557 1.171251 5.172310 -0.7 0.3 0.2 0.39
H 0.679179 -4.804852 2.421890 0.2 0.1 -0.2 0.40
H -0.814881 2.977213 1.603812 -0.1 0.1 -0.1 0.35
H -1.464216 0.417718 -2.849924 0.0 0.2 -0.2 0.18
H -2.430646 4.981278 -1.145145 0.0 0.1 0.1 0.46
H -2.103511 2.657637 -0.615997 0.3 -0.8 -0.3 0.43
H -0.496200 -1.355794 -2.080299 -0.2 -0.5 -0.2 -0.75
H -0.540851 -2.822470 -3.097613 -0.1 0.1 0.1 0.78
H -3.467071 -3.739000 0.903780 0.1 0.1 -0.2 0.57